(1)
Entry from the Open Molecules 2025 dataset: 9 unconnected molecules or ions with the total composition C24H62O12 at a distorted geometry (wB97M-V/def2-TZVPD).

Each line ends with the Löwdin spin population.
Cartesian coordinates (Å):
C 3.75723 0.77795 4.16919  0.002
C 4.13891 0.20266 2.81843  0.001
C 2.93444 0.62322 1.91003  0.000
O 2.60077 1.94948 2.45894  0.000
C 3.27482 2.15729 3.69905  0.001
H 4.61827 0.78669 4.83749  0.000
H 3.00867 0.14287 4.64291  0.001
H 4.35048 -0.86514 2.87451  0.000
H 5.01684 0.72489 2.43814  0.000
H 2.14146 -0.12061 1.98751  0.000
H 3.28301 0.68368 0.87904  0.000
H 2.62180 2.62513 4.43580  0.000
H 4.17431 2.72243 3.45482  0.000
C 3.29723 -3.62481 1.10823  0.001
C 3.72496 -2.71863 -0.05684  0.001
C 2.36855 -2.24077 -0.55874  0.001
O 1.62628 -2.10296 0.62339  0.001
C 1.92151 -3.09764 1.57361  0.004
H 4.05746 -3.60446 1.88908  0.000
H 3.08004 -4.63664 0.76599  0.000
H 4.25087 -3.30466 -0.81056  0.000
H 4.26466 -1.84252 0.30269  0.000
H 1.92539 -2.98654 -1.21869  0.000
H 2.51471 -1.29699 -1.08411  0.000
H 1.13343 -3.85017 1.54674  0.001
H 1.89109 -2.65868 2.57085  0.002
C -1.08499 -0.45163 0.23683  0.013
O -1.96266 -0.41236 -0.87698  0.018
H -1.48102 0.19404 1.02065  0.006
H -1.02052 -1.47478 0.60711  0.003
H -0.10504 -0.01984 0.03347  0.001
H -2.68028 0.22424 -0.84038  0.012
C -2.42702 3.75025 -1.57136  0.054
O -2.17400 3.43410 -0.19502  0.035
H -2.48557 2.80706 -2.11456  0.015
H -3.42528 4.16684 -1.70561  0.024
H -1.62258 4.33568 -2.01662  0.002
H -2.82787 2.84102 0.18221  0.015
C -4.66654 0.11792 0.54840  0.149
O -4.27097 1.14045 -0.37902  0.221
H -4.66721 -0.84783 0.04300  0.009
H -3.97462 -0.06137 1.37132  0.009
H -5.64900 0.42096 0.91040  0.058
H -5.10507 1.32110 -0.81860  0.128
C 0.37439 -0.70955 -3.59629  0.007
O -0.12986 -1.60074 -2.66108  0.002
H 0.85189 -1.25000 -4.41360  0.000
H -0.48546 -0.21084 -4.04355  0.004
H 1.08088 0.05369 -3.27003  0.000
H -0.59182 -1.12403 -1.96758  0.001
C -3.67145 -6.50694 -5.73866  0.000
O -3.61025 -5.25495 -5.09254  0.001
C -4.51868 -4.36622 -5.67465  0.001
C -4.33054 -2.88165 -5.17336  0.007
O -4.55915 -2.75956 -3.75903  0.017
C -4.46235 -1.42210 -3.22224  0.054
H -3.02706 -7.19910 -5.19666  0.000
H -3.23308 -6.48592 -6.73640  0.000
H -4.73297 -6.74665 -5.80045  0.000
H -5.53508 -4.70132 -5.46792  0.000
H -4.30048 -4.32776 -6.74189  0.000
H -5.05903 -2.30788 -5.74625  0.002
H -3.39643 -2.41701 -5.48904  0.002
H -3.43199 -1.07098 -3.16588  0.007
H -4.76529 -1.45166 -2.17560  0.014
H -5.09900 -0.66327 -3.67714  0.038
C 1.14219 2.99053 -0.59895  0.002
O 2.25145 3.46196 -1.36997  0.001
C 3.19451 2.43597 -1.72756  0.001
C 4.24663 3.20646 -2.53006  0.001
O 3.68040 3.64631 -3.71903  0.001
C 4.70371 4.26849 -4.50925  0.000
H 0.32038 2.87833 -1.30616  0.002
H 0.86696 3.74828 0.13465  0.001
H 1.35128 2.03803 -0.11200  0.000
H 2.78438 1.66920 -2.38479  0.000
H 3.64238 1.95413 -0.85845  0.000
H 5.11502 2.62140 -2.83290  0.000
H 4.67387 3.97445 -1.88527  0.000
H 5.28387 4.98219 -3.92431  0.000
H 4.08275 4.82072 -5.21462  0.000
H 5.40461 3.58017 -4.98153  0.000
C -0.44671 1.42994 3.39344  0.006
O -1.06289 1.57651 4.65047  0.008
C -0.27380 1.16967 5.78567  0.004
C -0.83856 1.86329 7.09972  0.002
O -2.23303 1.51266 7.41451  0.002
C -2.44786 0.13392 7.74231  0.005
H 0.38493 2.10145 3.17999  0.000
H -1.23909 1.63834 2.67454  0.005
H -0.08448 0.41954 3.20373  0.001
H 0.78432 1.39405 5.65099  0.000
H -0.35213 0.08260 5.80137  0.002
H -0.83242 2.92488 6.85258  0.000
H -0.26262 1.71965 8.01391  0.000
H -1.71127 -0.29837 8.41955  0.000
H -2.44397 -0.42903 6.80895  0.002
H -3.39871 -0.04252 8.24516  0.000

Calculated values
- Gap between HOMO and LUMO (alpha / beta): 0.0545 / 0.3332 hartree
- HOMO (alpha / beta): 0.627 / -7.000 eV
- Multiplicity: 2
- Net charge: -1

(2)
Entry from the Open Molecules 2025 dataset: 3 unconnected molecules or ions with the total composition C3H8N2S2 at a distorted geometry (wB97M-V/def2-TZVPD).

Each line ends with the natural charge from an NBO analysis.
Cartesian coordinates (Å):
C 2.10335 -1.84351 0.03779  -0.420
C 0.47215 -0.02047 -0.09398  0.362
C -1.10604 1.79579 0.01896  -0.473
H 2.65191 -1.29504 0.88043  0.240
H 1.94232 -2.92484 0.06244  0.206
H 2.65672 -1.49395 -0.97717  0.207
H 0.05433 -2.16158 -0.36877  0.423
H -2.22395 1.89246 0.61998  0.200
H -1.31541 2.46608 -1.24620  0.191
H 0.07743 2.34281 0.81765  0.279
H -2.23656 -0.85716 1.30885  0.116
N 0.76278 -1.31982 0.02400  -0.611
N -0.93891 0.39085 -0.09594  -0.639
S 1.68440 1.32528 0.01718  -0.283
S -2.25882 -0.76632 -0.04032  0.199

Calculated values
- Gap between HOMO and LUMO: 0.2931 hartree
- HOMO: -7.738 eV
- Net charge: 0
- Energy above the lowest of the compared OMol25 structures with the same formula, charge and spin: 126.0 kcal per mole

(3)
Entry from the Open Molecules 2025 dataset: a molecular structure, H32N7O22S5Zn at a distorted geometry (wB97M-V/def2-TZVPD).

Each line ends with the natural charge from an NBO analysis.
Cartesian coordinates (Å):
Zn 1.23426 1.01397 -2.54569  1.786
N -0.25741 -2.80068 -2.45715  -0.928
H 0.73433 -3.06311 -2.65076  0.469
H -0.22149 -2.07164 -1.77248  0.428
H -0.76859 -3.62310 -2.16123  0.380
H -0.71370 -2.43354 -3.31835  0.462
N 2.88273 -1.07865 0.01149  -0.956
H 3.34588 -1.67653 0.68777  0.372
H 3.09650 -0.08775 0.21502  0.461
H 1.88961 -1.38757 -0.06407  0.436
H 3.31854 -1.29548 -0.91550  0.449
N 0.47252 3.53773 0.81141  -0.898
H 1.45836 3.79084 0.53028  0.473
H 0.29413 2.55017 1.03578  0.456
H -0.16844 3.76751 0.05881  0.408
H 0.20329 4.01437 1.66882  0.395
N -3.37135 0.72846 -2.38273  -0.903
H -2.87138 0.44858 -3.27371  0.478
H -3.19539 -0.08217 -1.78930  0.455
H -4.35235 0.89832 -2.56797  0.416
H -2.93769 1.56601 -2.02060  0.408
N -0.41247 -2.80767 2.27952  -0.932
H -0.91904 -2.05004 2.81029  0.475
H 0.00787 -2.41463 1.39123  0.451
H -1.12876 -3.50166 2.08746  0.420
H 0.38623 -3.19861 2.76745  0.407
N 1.45177 0.26989 3.84245  -0.913
H 1.81823 1.21154 3.94506  0.417
H 1.03779 0.19701 2.90777  0.471
H 0.65018 0.16303 4.52646  0.470
H 2.20894 -0.37534 4.03450  0.420
N -2.43583 1.39102 2.17456  -0.913
H -2.92700 0.86516 2.90810  0.505
H -1.79000 0.73370 1.70185  0.500
H -1.90325 2.17717 2.52914  0.398
H -3.13215 1.80312 1.56069  0.406
S -1.61032 -0.75970 4.80999  2.599
O -1.60389 -2.13198 5.27474  -1.042
O -0.50110 -0.07137 5.52054  -1.075
O -1.37037 -0.66003 3.34206  -1.146
O -2.87951 -0.05576 5.02688  -1.067
S 3.34985 2.38206 -0.31673  2.629
O 3.54202 1.61220 0.92567  -1.095
O 4.63505 2.53030 -0.99283  -1.006
O 2.39592 1.62240 -1.14904  -1.197
O 2.75343 3.68538 -0.03380  -1.077
S 2.90442 -1.83572 -2.96620  2.629
O 3.43270 -1.48830 -4.26879  -1.020
O 3.98692 -1.85187 -1.97035  -1.036
O 1.92143 -0.82275 -2.50285  -1.209
O 2.28548 -3.16869 -3.01850  -1.067
S -0.43915 -0.38925 0.11179  2.653
O 0.23447 -1.69136 0.07819  -1.053
O 0.04220 0.41678 -1.03995  -1.114
O -1.86991 -0.63242 0.09969  -1.092
O -0.06199 0.39563 1.29359  -1.111
S -0.99233 -0.30110 -4.83421  2.637
O -0.03999 0.31766 -3.84235  -1.195
O -2.34693 0.26863 -4.66609  -1.087
O -0.49427 0.04066 -6.14450  -1.016
O -1.13486 -1.74978 -4.64033  -1.056
O 0.28420 2.84548 -2.86023  -0.968
H 0.83890 3.63288 -2.78883  0.501
H -0.60004 3.18031 -3.02842  0.495
O -3.60964 -0.87907 2.02133  -1.010
H -3.07843 -0.72829 1.23685  0.474
H -2.95913 -0.89237 2.75633  0.488

Calculated values
- Gap between HOMO and LUMO: 0.1972 hartree
- HOMO: -5.393 eV
- Net charge: -1
- Energy above the lowest of the compared OMol25 structures with the same formula, charge and spin: 0.0 kcal per mole

The records above yield E values of -50454.7255 -27886.2315 -158595.8921 eV, respectively.